154
Properties=species:S:1:pos:R:3 method="wB97M-V/def2-TZVPD" spin_multiplicity=2 orbital_gap_ev="5.64 / 5.79" e_homo_ev="-4.75 / -4.87" e_lumo_ev="0.89 / 0.92" s_squared=0.758 charge=-1 e_tot_ha=-7608.9763
Co 0.24794 0.89416 -1.29966
C -1.22628 3.95163 5.61998
C -2.22921 2.80497 5.46761
C -1.54850 1.52971 5.99884
C -3.48588 3.09904 6.29894
C -2.72053 2.41442 4.05557
O -3.39624 1.40254 3.94700
N -2.38409 3.08565 2.91123
C -1.93891 4.38937 2.61259
C -2.49440 5.50584 3.22840
C -2.10834 6.78152 2.85237
C -1.18823 6.95923 1.83135
C -0.67710 5.85337 1.16989
C -1.04179 4.56581 1.54449
C -0.61787 3.40489 0.71320
C -1.40334 3.14904 -0.41238
C -2.64289 3.81889 -0.70435
C -3.36295 2.97837 -1.48820
C -2.53813 1.82807 -1.71958
N -1.33661 1.97401 -1.10325
C -2.96028 0.63904 -2.33238
C -2.05464 -0.32843 -2.75438
C -2.37903 -1.41386 -3.63782
C -1.19975 -1.93947 -4.05009
C -0.16267 -1.22095 -3.36343
C 1.20515 -1.45826 -3.48040
C 2.12472 -0.95065 -2.56163
N 1.75773 -0.28192 -1.42526
C 2.79110 -0.40869 -0.56033
C 2.72206 -0.06012 0.80222
C 1.74248 0.82545 1.25634
C 1.61712 1.33895 2.59580
C 0.80431 2.41909 2.52224
C 0.33119 2.49245 1.17118
N 0.87855 1.48870 0.42808
C 3.57797 -0.81596 1.74648
C 3.50015 -2.21305 1.67838
C 4.12604 -3.03120 2.60112
C 4.79146 -2.45862 3.67434
C 4.90867 -1.08179 3.74584
C 4.40150 -0.25935 2.74161
N 4.69196 1.12350 2.76725
C 5.85881 1.82380 2.97973
O 5.76792 2.97889 3.35720
C 7.23487 1.25618 2.54544
C 7.85858 0.23865 3.51440
C 8.18771 2.45682 2.48265
C 7.10258 0.63324 1.14960
C 3.89571 -1.06919 -1.19762
C 3.48583 -1.39407 -2.44939
C 1.67678 -2.46192 -4.47131
C 2.33270 -2.06999 -5.62851
C 2.79942 -3.01136 -6.53459
C 2.62204 -4.36051 -6.26851
C 1.97246 -4.77475 -5.11439
C 1.49510 -3.82880 -4.21140
N 0.82041 -4.15111 -3.01949
C 0.39760 -5.34971 -2.54018
O 0.65549 -6.42877 -3.04607
C -0.50192 -5.26560 -1.29262
C -1.89562 -5.72566 -1.74617
C -0.62590 -3.86603 -0.68094
C 0.05989 -6.23403 -0.24780
N -0.70834 -0.26328 -2.55670
C -4.41120 0.31474 -2.25779
C -5.29198 0.58056 -3.29173
C -6.64755 0.30723 -3.16490
C -7.12242 -0.21077 -1.97542
C -6.25958 -0.47602 -0.92104
C -4.89284 -0.25013 -1.04414
N -3.95218 -0.44661 -0.01532
C -3.62250 -1.31879 1.00632
O -2.50551 -1.19694 1.48004
C -4.59969 -2.35286 1.56564
C -5.20377 -3.23647 0.46914
C -5.66251 -1.60458 2.38522
C -3.81480 -3.25556 2.52463
H -0.76609 3.87094 6.60665
H -1.68808 4.93179 5.55332
H -0.42800 3.90379 4.88154
H -1.28385 1.66049 7.04949
H -0.63877 1.32392 5.43028
H -2.21156 0.67286 5.90084
H -3.22487 3.20998 7.35304
H -4.19785 2.28158 6.19294
H -3.96824 4.01937 5.96081
H -2.53868 2.50683 2.09212
H -3.27240 5.36769 3.96789
H -2.55664 7.63952 3.33740
H -0.90034 7.95498 1.52071
H -0.00140 5.97059 0.33148
H -2.94186 4.78349 -0.32731
H -4.35671 3.12167 -1.88163
H -3.37607 -1.68958 -3.94393
H -1.04795 -2.73425 -4.76354
H 2.02737 0.89204 3.48818
H 0.52138 3.09719 3.30818
H 2.89329 -2.65371 0.89899
H 4.05074 -4.10716 2.51140
H 5.20487 -3.07885 4.45962
H 5.38455 -0.62636 4.60173
H 3.89263 1.74069 2.72890
H 7.74106 0.56120 4.55122
H 8.92746 0.16471 3.30473
H 7.42782 -0.74985 3.39752
H 8.30830 2.88952 3.47490
H 7.79331 3.23291 1.82865
H 9.16267 2.13740 2.11067
H 6.49247 -0.27029 1.17331
H 8.09204 0.36838 0.77175
H 6.64598 1.33735 0.45199
H 4.85696 -1.25837 -0.74703
H 4.03102 -1.91212 -3.22168
H 2.47432 -1.01249 -5.81919
H 3.29717 -2.69270 -7.44128
H 2.99841 -5.10504 -6.95855
H 1.83221 -5.82123 -4.89832
H 0.55738 -3.33360 -2.49202
H -2.27571 -5.05984 -2.52472
H -2.58593 -5.69794 -0.90060
H -1.86248 -6.73975 -2.14337
H -1.07069 -3.15207 -1.38105
H 0.33601 -3.48012 -0.33435
H -1.28693 -3.91950 0.18598
H 0.24687 -7.20973 -0.69394
H -0.64585 -6.35330 0.57638
H 1.00168 -5.85309 0.15352
H -4.90550 1.01794 -4.20401
H -7.32311 0.51973 -3.98315
H -8.18138 -0.40146 -1.85430
H -6.66870 -0.81730 0.01720
H -3.11301 0.09394 -0.18932
H -5.75578 -4.05750 0.93006
H -4.41041 -3.66590 -0.14781
H -5.88013 -2.69892 -0.18934
H -6.33804 -1.02341 1.75789
H -5.17798 -0.91495 3.07781
H -6.25391 -2.31986 2.96038
H -3.05107 -3.82121 1.99005
H -4.49610 -3.95724 3.00997
H -3.31590 -2.65888 3.28534
Br -0.71358 -0.14100 -7.35249
C 0.33945 1.29263 -6.68597
C 1.19254 1.96937 -7.54239
N 1.92835 2.99494 -7.13270
C 1.82571 3.37833 -5.86206
C 1.01819 2.73960 -4.92803
C 0.25291 1.66421 -5.35593
C 0.98756 3.19758 -3.46586
O 0.95805 4.40854 -3.24863
O 1.04925 2.24429 -2.63640
H 1.28730 1.68279 -8.58393
H 2.42443 4.23116 -5.56514
H -0.37819 1.13066 -4.65799

***

30
Properties=species:S:1:pos:R:3 method="wB97M-V/def2-TZVPD" spin_multiplicity=2 orbital_gap_ev="6.08 / 6.08" e_homo_ev="-3.14 / -3.14" e_lumo_ev="2.94 / 2.94" de_lowest_kj_mol=57.9 s_squared=0.755 charge=-1 e_tot_ha=-4474.3669
C 0.13096 -0.87253 -2.14835
C 1.14625 -0.16641 -1.46048
C 1.47900 -0.93682 -0.27748
H 1.69748 0.68429 -1.82151
C 0.54207 -2.01835 -0.19051
C -0.21887 -2.03403 -1.38429
H -0.91159 -2.85773 -1.59175
H -0.18925 -0.55542 -3.12815
H 2.44766 -0.93304 0.22451
H 0.43643 -2.70215 0.65872
Ti -0.46001 0.59152 0.00216
Br -0.53618 3.09355 0.25058
C -2.58894 0.73119 0.65646
C -2.51372 -0.62870 0.22217
C -2.26216 -0.62539 -1.19080
H -2.76297 -1.51496 0.81445
C -2.07632 0.71714 -1.62600
C -2.44594 1.57274 -0.52752
H -2.71431 2.63042 -0.62329
H -2.87401 1.08532 1.64459
H -2.41651 -1.49606 -1.84299
H -1.83349 1.06979 -2.62823
C 3.17982 0.17881 2.15581
S 1.59954 1.06008 1.94841
O 0.29930 0.18141 1.83598
O 1.54166 2.04770 2.99223
O 1.76727 1.54276 0.54122
H 3.18351 -0.86924 1.82589
H 3.52707 0.25950 3.19679
H 3.82628 0.76461 1.47139